(1)
ORCA calculation (ωB97M-V/def2-TZVPD) on a 2-piece molecular cluster, C2H5O3 overall.

CARTESIAN COORDINATES (ANGSTROEM)
C: -1.5364 1.3672 -0.4068
O: -1.3920 1.0542 0.9350
H: -0.5620 1.6617 -0.8778
H: -1.7391 0.5045 -1.0625
H: -2.3015 2.1404 -0.5314
O: 1.2573 -0.6950 -1.2515
C: 1.3903 -1.1067 -0.0846
O: 0.6434 -0.9254 0.9008
H: 2.3284 -1.7132 0.0435
H: -0.8285 0.2599 0.9876

Summary:
- net charge = -1
- DFT total energy (eV) = -8298.806

=====

(2)
ORCA calculation (ωB97M-V/def2-TZVPD) on a 2-piece molecular cluster, C2H5O3PS overall.

CARTESIAN COORDINATES (ANGSTROEM)
O: 0.2127 1.2983 -2.4507
P: -0.6791 2.2302 -1.7687
O: -0.6897 2.0179 -0.1870
S: -1.8320 3.6234 -2.4268
H: -0.0859 1.3774 0.2436
C: 0.0593 -1.8708 0.5695
C: 0.9148 -1.0043 1.4283
O: 0.8379 0.1932 1.5116
H: -0.3561 -2.6762 1.1724
H: 0.6811 -2.3292 -0.1987
H: -0.7405 -1.3020 0.1026
H: 1.6773 -1.5579 2.0039

Summary:
- SMILES string = O=P(O)=S.CC=O
- DFT total energy (eV) = -28422.864

=====

(3)
ORCA calculation (ωB97M-V/def2-TZVPD) on an isolated ion of composition C2H5O3S and charge -1.

CARTESIAN COORDINATES (ANGSTROEM)
C: -1.7762 0.4710 -0.1611
C: 1.1815 0.3823 0.4055
O: 1.8902 -0.2803 -0.6937
O: -0.8934 -1.9048 -0.4801
O: 0.5263 -0.3687 1.3140
S: -1.2336 -0.9035 0.5436
H: -2.2327 1.3078 0.2935
H: -1.5995 0.3602 -1.2389
H: 1.6676 -1.2437 -0.7510
H: 1.8896 1.0565 0.8654
H: 0.5805 1.1231 -0.0972

Summary:
- net charge = -1
- DFT total energy (eV) = -19131.557

=====

(4)
ORCA calculation (ωB97M-V/def2-TZVPD) on one molecule with the formula C2H5OP.

CARTESIAN COORDINATES (ANGSTROEM)
O: 2.2759 -0.0791 -0.4510
P: 1.0086 -0.0248 0.3806
C: -0.5635 -0.6675 -0.2385
C: -0.4350 0.8737 -0.0873
H: 1.0609 -0.0299 1.6939
H: -1.4450 -1.2284 0.2619
H: -0.5407 -1.3092 -1.3845
H: -0.3377 1.4392 -1.0036
H: -1.0235 1.0260 0.8286

Summary:
- SMILES string = O=[PH]1CC1
- DFT total energy (eV) = -13489.172

=====

(5)
ORCA calculation (ωB97M-V/def2-TZVPD) on one molecule with the formula C2H5OP.

CARTESIAN COORDINATES (ANGSTROEM)
C: -0.1682 -0.2865 -0.4787
C: 0.5901 0.4948 0.5891
P: 2.2418 0.4294 -0.2732
O: 2.9464 -0.7280 0.2645
H: 0.1196 0.0306 -1.4869
H: 0.0451 -1.3506 -0.3876
H: -1.2471 -0.1466 -0.3925
H: 0.1970 1.5024 0.7005
H: 0.5915 -0.0214 1.5495

Summary:
- SMILES string = CCP=O
- DFT total energy (eV) = -13490.875

=====

(6)
ORCA calculation (ωB97M-V/def2-TZVPD) on C2H5OP as an isolated structure.

CARTESIAN COORDINATES (ANGSTROEM)
C: -0.4033 -1.3012 0.2273
C: -0.8320 -0.1532 -0.2826
O: 0.0419 0.7764 -0.7498
P: 1.0954 2.0574 0.6822
H: 0.6115 -1.6327 0.2367
H: -0.8317 -2.1135 0.7753
H: -2.0038 0.1040 -0.2159
H: 0.1332 0.9767 -1.6825
H: 2.1887 1.2861 1.0092

Summary:
- DFT total energy (eV) = -13486.559

=====

(7)
ORCA calculation (ωB97M-V/def2-TZVPD) on a 2-piece molecular cluster, C2H5OPS2 overall.

CARTESIAN COORDINATES (ANGSTROEM)
C: 1.2055 0.1334 1.0803
C: 0.5031 0.1658 -0.2669
O: 0.4943 -1.0918 -0.9437
P: -3.5845 1.3796 -0.6847
S: -2.9304 -0.0991 -1.6606
S: -0.6692 -2.1835 -0.8699
H: 0.7343 -0.5185 1.9154
H: 2.2155 -0.3982 0.9563
H: 1.3156 1.1121 1.3415
H: 1.1947 0.8329 -0.7696
H: -0.4788 0.6672 -0.0981

Summary:
- DFT total energy (eV) = -35158.414

=====

(8)
ORCA calculation (ωB97M-V/def2-TZVPD) on a 2-piece molecular cluster, C2H5OPS3 overall.

CARTESIAN COORDINATES (ANGSTROEM)
C: 2.3226 1.1873 -0.0334
C: 1.3976 0.2689 -0.2778
S: 1.4266 -1.3982 0.3121
S: -0.0803 0.6667 -1.1876
H: 3.1922 0.9732 0.5607
H: 2.2080 2.1823 -0.4241
H: 2.5803 -1.3030 0.9650
H: -0.3536 -0.5856 -1.5526
O: -3.1187 0.5570 1.5747
P: -3.1896 0.6802 0.1270
S: -3.2437 -1.3244 -0.6281
H: -3.1414 -1.9043 0.5642

Summary:
- SMILES string = C=C(S)S.O=PS
- DFT total energy (eV) = -45996.639

=====

(9)
ORCA calculation (ωB97M-V/def2-TZVPD) on a 2-piece molecular cluster, C2H5OS overall.

CARTESIAN COORDINATES (ANGSTROEM)
S: -0.6793 1.8500 -0.4252
H: -1.0839 1.9180 -1.6993
C: -0.3871 -1.7889 1.0474
C: 0.7814 -1.5665 0.4307
O: 1.0959 -0.5628 -0.3831
H: -0.4361 -2.6552 1.6842
H: -1.2147 -1.0996 1.0044
H: 1.6072 -2.2259 0.6869
H: 0.4006 0.1945 -0.2591

Summary:
- net charge = -1
- DFT total energy (eV) = -15038.375

=====

(10)
ORCA calculation (ωB97M-V/def2-TZVPD) on one molecule with the formula C2H5P.

CARTESIAN COORDINATES (ANGSTROEM)
C: 2.1316 -0.2469 -0.0458
C: 0.9350 -0.1915 0.0251
P: -0.9670 0.0391 0.0006
H: 3.1425 -0.0110 -0.0077
H: -0.8727 0.3014 -1.3834
H: -1.1239 -1.2487 0.5484
H: -0.8331 1.1086 0.9099
H: -2.4123 0.2491 -0.0471

Summary:
- SMILES string = C#C[PH4]
- DFT total energy (eV) = -11439.001

=====

(11)
ORCA calculation (ωB97M-V/def2-TZVPD) on one molecule with the formula C2H5P.

CARTESIAN COORDINATES (ANGSTROEM)
C: 0.1102 -0.7710 0.2562
C: 0.1062 0.7922 0.2889
P: -1.5745 0.0174 0.0348
H: 0.7306 -1.2328 -0.5540
H: 0.1381 -1.2461 1.3030
H: 0.3569 1.1523 1.3352
H: 0.3199 1.3290 -0.6278
H: -1.6122 -0.2756 -1.4462

Summary:
- SMILES string = C1CP1
- DFT total energy (eV) = -11442.024

=====

(12)
ORCA calculation (ωB97M-V/def2-TZVPD) on C2H5P as an isolated structure.

CARTESIAN COORDINATES (ANGSTROEM)
C: 0.2046 -0.9418 0.2360
C: 0.1506 0.9642 0.1950
P: -1.3942 0.0085 -0.0433
H: 0.7093 -1.1383 -0.6466
H: 0.5565 -1.4583 1.2603
H: 0.2307 1.4050 1.1827
H: 0.7613 1.0604 -0.6617
H: -1.2188 0.1003 -1.5225

Summary:
- DFT total energy (eV) = -11441.013

=====

(13)
ORCA calculation (ωB97M-V/def2-TZVPD) on a 2-piece molecular cluster, C2H5PS overall.

CARTESIAN COORDINATES (ANGSTROEM)
P: 0.1183 0.1399 -1.3975
S: 0.3577 1.9784 -0.9716
H: -1.0543 -0.3964 -1.1667
H: 0.4454 -0.2420 -2.5912
H: 0.8460 -0.7929 -0.8316
C: 0.3130 -0.4811 1.9787
C: -0.5250 0.1583 1.4441
H: 0.7708 -0.9559 2.7173
H: -1.2719 0.5917 0.8185

Summary:
- SMILES string = [PH3]=S.C#C
- DFT total energy (eV) = -22275.388

=====

(14)
ORCA calculation (ωB97M-V/def2-TZVPD) on one molecule with the formula C2H5PS.

CARTESIAN COORDINATES (ANGSTROEM)
C: 1.0339 -0.4466 0.2756
C: -0.0847 0.3838 -0.2767
P: -1.7570 -0.7480 -0.0709
S: -3.2349 0.5111 0.1141
H: 0.9398 -0.7329 1.2464
H: 1.3839 -1.3320 -0.4127
H: 2.0008 0.2670 0.2529
H: -0.1408 0.7389 -1.3587
H: -0.1411 1.3587 0.2301

Summary:
- SMILES string = CCP=S
- DFT total energy (eV) = -22277.904

=====

(15)
ORCA calculation (ωB97M-V/def2-TZVPD) on C2H5PS2 as an isolated structure.

CARTESIAN COORDINATES (ANGSTROEM)
C: 0.0108 -0.0368 0.6196
C: -1.4087 0.0164 0.0718
P: 2.4963 0.0836 -0.5424
S: 1.0539 1.3800 0.3017
S: 1.1391 -1.4290 0.0045
H: -0.1484 -0.0231 1.6223
H: -1.4729 0.4720 -0.9387
H: -2.0010 0.5577 0.8344
H: -1.8202 -1.0251 0.0489
H: 2.1510 0.0042 -2.0222

Summary:
- DFT total energy (eV) = -33113.714

=====

(16)
ORCA calculation (ωB97M-V/def2-TZVPD) on a 2-piece molecular cluster, C2H5PSi overall.

CARTESIAN COORDINATES (ANGSTROEM)
C: 0.2900 -0.0484 0.7259
C: 0.2550 0.1672 -0.7909
Si: -1.1226 -1.0028 0.0099
P: 1.8269 -0.5988 -0.1523
H: 0.6364 0.5562 1.5732
H: 0.3250 1.1313 -1.3684
H: -1.4457 -2.3459 -0.4571
H: -2.4401 -0.4641 0.5094
H: 2.8370 0.7949 0.6012

Summary:
- DFT total energy (eV) = -19316.905

=====

(17)
ORCA calculation (ωB97M-V/def2-TZVPD) on one molecule with the formula C2H5PSi.

CARTESIAN COORDINATES (ANGSTROEM)
Si: -2.3090 0.5958 0.0581
P: 0.1088 -0.4266 0.2910
C: 2.0827 -0.4510 0.2321
C: 1.4723 0.6665 -0.0948
H: -2.4213 -0.1035 1.2388
H: -3.3634 -0.4037 -0.5942
H: -0.2180 -0.6942 -1.1246
H: 3.0503 -0.8570 0.3925
H: 1.5976 1.6736 -0.3989

Summary:
- SMILES string = [SiH2]=[PH]1C=C1
- DFT total energy (eV) = -19315.564

=====

(18)
ORCA calculation (ωB97M-V/def2-TZVPD) on C2H6AuO2 as an isolated structure.

CARTESIAN COORDINATES (ANGSTROEM)
C: -0.5384 0.4398 -1.2028
C: 0.7985 0.8004 -0.6075
O: 1.0954 0.2787 0.5926
H: -0.8539 0.8356 -2.2112
H: -0.5092 -0.6340 -1.4433
H: -1.3127 0.9113 -0.5787
H: 0.9764 1.9077 -0.5183
H: 1.6748 0.5749 -1.2748
O: -0.8101 -1.6824 2.6629
H: -0.8218 -2.6241 2.8283
Au: 0.3010 -0.8081 1.7528

Summary:
- expectation value of S² = 3.763
- net charge = +2
- 2S+1 = 4
- DFT total energy (eV) = -9929.187

=====

(19)
ORCA calculation (ωB97M-V/def2-TZVPD) on one molecule with the formula C2H6B2.

CARTESIAN COORDINATES (ANGSTROEM)
B: -1.9292 -0.1959 0.0426
C: -0.5741 0.4348 -0.2670
C: 0.5261 -0.1586 0.2618
B: 2.0086 0.0732 -0.0261
H: -2.4331 -0.4606 -0.9761
H: -2.3135 -0.3969 1.1300
H: -0.4639 1.3690 -1.0311
H: 0.1587 -0.8698 1.0019
H: 2.3617 0.9809 -0.6636
H: 2.6587 -0.7762 0.5277

Summary:
- SMILES string = B/C=C/B
- DFT total energy (eV) = -3520.924

=====

(20)
ORCA calculation (ωB97M-V/def2-TZVPD) on a 2-piece molecular cluster, C2H6BBrO4S overall.

CARTESIAN COORDINATES (ANGSTROEM)
C: -2.3834 0.3304 -0.6794
C: -1.2135 1.3327 -0.6562
B: 0.1882 0.6031 -0.6481
Br: 0.5646 -0.5424 -2.2060
H: -2.1917 -0.5023 -1.3460
H: -3.3095 0.8071 -0.9956
H: -2.5297 -0.0643 0.3210
H: -1.2665 1.9634 -1.5427
H: -1.3153 1.9303 0.2428
H: 1.0499 0.6900 0.1508
O: 1.0153 -1.2930 1.7556
S: 2.4873 -1.3162 1.4728
O: 3.2227 -1.6904 2.7123
O: 2.9104 0.0485 1.0298
O: 2.7712 -2.2967 0.3889

Summary:
- net charge = -2
- DFT total energy (eV) = -91915.239

=====

Per-record largest force on an atom, eV/A: 1.95 1.39 2.64 4.78 1.47 4.01 5.52 1.10 0.92 1.24 2.06 4.65 3.76 6.78 3.23 3.16 3.17 7.45 3.33 0.85